No. 1
Molecular formula: C25H55BN14O28P4
Method: DFT, ωB97M-V/def2-TZVPD

Geometry as XYZ:
```
127
Properties=species:S:1:pos:R:3:forces:R:3
C 4.594793 1.982595 -0.035189 -0.3434 -0.2850 -0.5326
C 4.062658 3.277484 -0.803317 1.9935 2.2373 -0.0831
N 4.961785 4.229218 -1.038013 -2.5648 -2.4429 0.6008
C 2.555732 3.533015 -1.287907 -0.1443 -1.5335 -1.3211
C 1.672481 2.171071 -1.379552 -1.5948 -0.3666 1.3958
C 0.542555 1.963318 -0.351580 2.1117 -2.1324 -3.4095
P 0.168529 3.202766 1.051613 -2.7752 0.0150 -0.5024
O -1.235786 3.835518 0.946119 2.7609 -0.8272 0.0730
C -0.333863 0.653870 -0.484131 2.2328 -0.1651 -2.9958
B -1.518123 0.443597 0.615391 -0.6544 -0.9565 0.8726
O -2.769606 1.144583 0.609574 2.7722 -0.9296 1.3897
O -1.215211 -0.510764 1.678158 0.3354 1.6977 -2.1952
C -0.033631 -0.398158 -1.601382 0.4976 4.0600 2.0297
P -1.036752 -1.983199 -1.813863 1.2510 -0.9413 -1.0832
C -2.688215 -1.688408 -2.684033 -1.1091 -0.2196 -0.0078
C -1.226322 -2.974761 -0.212952 -0.4918 -0.3912 0.8925
C 1.158403 -0.131232 -2.619822 -0.1512 0.2101 0.3864
N 1.406379 -1.149037 -3.599138 3.2277 3.6530 -0.3031
C 2.515298 -0.857260 -4.449705 -2.1266 1.2737 2.8596
P 2.964351 -2.179474 -5.748032 0.4784 1.4280 -0.1658
P 4.282713 -3.522532 -4.583799 2.5362 -1.2463 0.5686
O 5.445861 -4.077154 -5.409399 -3.1025 1.1763 1.8575
O 4.993545 -2.492265 -3.392038 -2.2460 -2.0539 -0.9137
O 3.400278 -4.687943 -3.714299 1.0265 1.7712 -1.2877
C 3.320598 0.466695 -4.331861 0.4008 0.5147 -0.1011
C 4.550528 0.662360 -5.373049 -0.4283 -0.5899 1.3709
N 3.125357 1.518372 -3.391525 -2.8904 -5.6493 -0.9692
C 2.029051 1.144452 -2.537202 -1.4577 0.7275 1.8900
H 3.796470 1.165183 -0.011928 1.0534 1.1572 0.0294
H 5.500219 1.552833 -0.613798 -1.4625 0.8866 0.9480
H 4.927140 2.202815 1.046057 -0.5792 -0.0831 -1.7888
H 4.519630 5.026476 -1.525926 0.1227 -0.4741 0.1843
H 2.030255 4.364391 -0.705434 0.8444 -1.3924 -0.5949
H 2.632199 3.919635 -2.377042 -0.0325 -0.6252 1.7925
H 1.220366 4.187805 1.192400 -0.3892 -0.9235 -0.2130
H 0.228434 2.426973 2.279713 0.4000 0.3304 -0.8994
H -2.923010 1.382331 1.561148 -0.3389 -0.3903 -1.1696
H -0.342666 -0.917030 1.437644 -0.9086 0.4125 0.3104
H -3.558583 -1.401294 -2.000903 1.1683 -0.1375 -0.9475
H -2.585724 -0.939413 -3.543499 0.0340 -0.9412 1.4060
H -2.976242 -2.696768 -3.176734 0.6164 1.5702 0.8899
H -2.030798 -2.595134 0.503217 1.1049 -0.5597 -0.8768
H -1.472106 -4.069647 -0.500395 0.3322 1.8935 0.1922
H -0.214166 -3.035331 0.338228 -1.8595 0.2274 -1.1579
H 1.772561 -2.897547 -6.126058 0.3904 0.1898 1.0626
H 4.413730 -2.462691 -2.591899 0.4888 0.2093 -0.8191
H 2.603827 -4.997674 -4.200518 0.6030 0.4021 0.4485
H 5.183816 1.538949 -5.011864 -1.0622 -1.0479 -0.6392
H 4.177795 0.794578 -6.450099 0.6090 -0.2319 1.6804
H 5.210656 -0.282410 -5.266323 -1.0638 1.5068 -0.4787
C 3.501736 -3.185442 0.142901 0.1099 -0.3383 0.1435
N 2.463600 -2.148396 0.379121 0.0963 0.0519 -0.0758
O 1.501489 -2.468039 1.062797 0.5458 0.6214 0.0356
O 2.649103 -1.056317 -0.127065 -0.2013 -0.4990 0.3786
H 3.205005 -4.101819 0.650465 -0.0501 0.1381 -0.1383
H 3.567101 -3.345333 -0.932562 -0.0753 -0.0543 0.1303
H 4.441079 -2.807503 0.545821 -0.0934 0.0731 -0.1294
C -0.591664 6.190713 -1.963938 -0.3504 0.0482 0.1972
N 0.108759 5.215940 -2.840705 0.0610 -0.0947 -0.2043
O -0.385610 4.110416 -2.953717 0.3929 0.3558 -0.0905
O 1.135825 5.601464 -3.384693 -0.5153 -0.2792 0.2495
H -1.480333 5.715791 -1.551199 0.2072 -0.0611 -0.0639
H 0.098513 6.473692 -1.169804 -0.0275 0.0637 -0.1617
H -0.862253 7.049179 -2.577740 0.1928 -0.0402 0.0764
C 6.707770 -5.647537 -2.949628 -0.1966 0.2286 -0.1036
N 6.948422 -6.389484 -1.683342 0.1274 -0.1492 0.0737
O 6.276316 -6.074514 -0.710259 0.2971 -0.2649 -0.1924
O 7.800909 -7.260717 -1.707846 -0.5366 0.4549 0.2255
H 5.927963 -4.908489 -2.779703 0.2117 -0.2172 0.0844
H 7.642340 -5.164044 -3.230876 -0.0886 -0.1596 -0.0469
H 6.395222 -6.371547 -3.700783 0.1507 0.1018 0.0431
C -3.575628 5.869579 2.076570 0.1110 -0.3404 0.0370
N -4.645437 6.867747 2.339098 -0.1841 0.0653 0.0932
O -5.574202 6.520114 3.050801 0.3127 0.4075 -0.3223
O -4.515274 7.965756 1.821332 -0.1924 -0.4593 0.3094
H -3.822030 4.945850 2.596537 -0.0320 0.1873 -0.0831
H -3.534284 5.706535 1.000597 0.1134 0.0752 0.1375
H -2.640229 6.284160 2.449818 -0.0902 0.0031 -0.1850
C 0.155271 -2.437242 4.327540 -0.2395 -0.2547 -0.0973
N 1.575715 -2.173648 4.677024 0.2027 -0.0021 0.0448
O 2.308794 -3.140495 4.815667 -0.1317 0.5393 -0.0512
O 1.905415 -1.005196 4.799590 -0.0256 -0.6317 -0.0654
H 0.005937 -3.512800 4.251098 0.1387 0.1578 0.0245
H -0.462255 -2.017742 5.120816 0.0846 0.0996 -0.1595
H -0.043417 -1.951662 3.372658 -0.0313 0.0456 0.2542
C 2.564449 -7.639280 -1.014737 0.1998 -0.3303 -0.5741
N 1.492002 -6.636562 -0.791189 -0.2227 -0.3152 0.2925
O 0.560064 -6.960239 -0.075421 0.4083 0.4583 -0.4636
O 1.625151 -5.554722 -1.344860 -0.1768 -0.1890 0.2713
H 2.317839 -8.545322 -0.466899 -0.0037 0.2626 -0.0533
H 2.611360 -7.837106 -2.085111 -0.0894 0.1278 0.0928
H 3.494196 -7.211743 -0.651455 -0.1633 -0.0341 -0.3849
C 4.720836 -6.899138 3.168387 0.0168 0.3134 0.2039
N 4.156331 -7.541404 1.952904 0.0646 -0.0943 -0.0610
O 3.232412 -6.971013 1.392416 0.4924 -0.1495 0.9189
O 4.659010 -8.595515 1.602241 -0.4628 0.5424 0.0420
H 4.179405 -5.974385 3.360426 0.0052 -0.1671 -0.0958
H 4.598074 -7.597081 3.995697 0.1156 0.0100 -0.1426
H 5.773627 -6.696915 2.973830 -0.0855 -0.1691 0.0252
C -7.846199 4.845146 5.186058 0.3256 0.0637 -0.1480
N -7.929533 3.363723 5.090859 0.1054 -0.1639 0.0257
O -6.974480 2.776772 4.603663 -0.5127 0.0232 0.2257
O -8.949955 2.840720 5.508067 0.5772 0.0981 -0.2614
H -6.889568 5.169930 4.780122 -0.1286 -0.1654 0.0140
H -8.668519 5.257681 4.608601 0.1214 -0.2012 0.2056
H -7.928788 5.111919 6.238765 -0.2185 -0.0443 -0.1507
C -9.580918 9.194728 4.550323 0.0881 -0.2955 -0.1340
N -9.915193 8.117671 5.520758 -0.1116 0.0236 0.1797
O -9.655631 6.968061 5.194612 -0.4255 0.7165 0.4493
O -10.424962 8.461561 6.574272 0.2714 -0.4008 -0.4811
H -9.137065 8.744583 3.665999 -0.1140 -0.0791 0.2932
H -10.507006 9.708266 4.298213 0.1373 -0.0176 0.1742
H -8.875475 9.866676 5.036355 -0.2087 -0.0371 0.0013
C -8.160207 11.644536 0.713351 0.1435 0.0932 -0.3164
N -8.495513 10.569009 1.682419 0.0810 -0.3045 -0.0784
O -8.238812 9.422426 1.358509 -0.2626 0.5553 0.3809
O -9.006344 10.915336 2.737687 0.3274 0.1566 -0.7801
H -7.716082 11.193040 -0.171943 -0.0797 -0.0364 0.2008
H -9.086371 12.159509 0.460813 0.1112 0.0130 0.1561
H -7.453786 12.316218 1.199719 -0.1875 -0.0204 0.0149
C 2.392210 -12.038840 -2.151516 0.1348 -0.3142 0.0617
N 1.318976 -11.035102 -1.928478 -0.3884 0.0236 0.1699
O 0.387693 -11.360204 -1.212292 0.4451 0.3461 -0.4101
O 1.451197 -9.954219 -2.481974 -0.1691 -0.5489 0.1944
H 2.144234 -12.945455 -1.602553 -0.0535 0.2016 -0.0510
H 2.439870 -12.236481 -3.221734 0.0708 0.1424 0.1047
H 3.324662 -11.609465 -1.786403 -0.0876 0.0217 -0.1553
```
Positions in Å, forces in eV/Å.

Properties
orbital gap	6.0	eV
energy	-5248.03226	a.u.
structure (SMILES)	[H]/N=C(/C)Cc1c([PH2]=O)c(B(O)O)c(P(C)C)c2nc(PP(=O)(O)O)c(C)nc12.C[N+](=O)[O-].C[N+](=O)[O-].C[N+](=O)[O-].C[N+](=O)[O-].C[N+](=O)[O-].C[N+](=O)[O-].C[N+](=O)[O-].C[N+](=O)[O-].C[N+](=O)[O-].C[N+](=O)[O-].C[N+](=O)[O-]
F_max	6.42	eV/A
E_HOMO	-7.552	eV
charge	0



No. 2
Molecular formula: C17H25F3HfN2O17
Method: DFT, ωB97M-V/def2-TZVPD

Geometry as XYZ:
```
65
Properties=species:S:1:pos:R:3:forces:R:3
Hf 0.634154 -2.295779 0.594431 -0.7487 -0.6324 1.0334
C 1.279114 0.492321 -3.776289 -0.6039 -0.3342 3.8171
O -0.114846 0.685981 -3.619359 -0.6200 -1.3139 -1.1542
O 1.561104 -0.405059 -2.692349 0.3496 0.4812 -2.0824
C 1.853514 0.126791 -5.178649 0.1030 -0.1221 -0.0286
F 1.283144 -0.914379 -5.819759 0.2326 0.6688 0.6077
F 1.690424 1.235061 -5.928789 -0.3415 -0.0683 -0.3966
F 3.191914 -0.074409 -5.162709 -0.6790 -0.2653 0.4401
C -0.739766 1.820261 -4.175669 -1.0588 0.2216 -0.1204
C -2.275886 1.717741 -3.974769 1.2254 0.9177 -0.2314
H -2.613856 2.753491 -4.008129 -0.2253 0.1112 -0.0003
H -2.762026 1.231181 -4.820369 -0.0704 -0.5749 0.5555
H -2.465736 1.374591 -2.957769 -0.3187 -0.4892 -0.3294
H -0.535496 1.933831 -5.240319 0.1902 -0.0145 -0.0244
H -0.449226 2.736541 -3.661749 0.5669 0.0664 0.1273
H 1.626944 1.493001 -3.519859 1.1830 0.1392 -0.4188
N -1.108806 -2.062909 4.285841 2.7943 -1.1968 0.2424
O -1.269956 -2.425049 5.443691 -0.3695 1.2436 -0.0159
O -1.590956 -2.628259 3.345801 -3.6529 -2.8662 -2.9768
O -0.208986 -1.286629 3.888861 2.1145 2.5829 0.9226
N -0.621646 -5.908679 -1.074829 -0.1391 -1.0711 -2.5973
O -1.015596 -6.939499 -1.528389 -0.3827 -1.4846 -0.7539
O -0.769726 -5.540659 0.016991 -2.2306 0.6394 9.2531
O -0.035276 -5.050169 -1.669389 3.3212 3.1292 -5.3374
O 4.542164 -5.947899 2.265881 -1.7527 0.6008 1.0979
C 3.585694 -5.072179 1.892871 2.1035 -0.0967 -0.5663
O 2.727954 -4.504819 2.543491 -2.3779 -0.2669 4.7536
O 3.517544 -4.534719 0.801431 1.4250 0.1327 -5.2100
H 5.184314 -6.152299 1.582161 -0.1999 0.2917 -0.5971
O -0.344546 1.836201 0.997731 -0.4653 1.7086 0.1611
C -0.648746 2.994411 1.262561 2.2024 -2.7909 0.2500
O -1.745986 3.549251 0.794681 -1.4213 0.8775 -0.2214
C -1.961946 4.848031 1.398771 0.0930 0.5724 -0.7182
C -1.028196 4.892781 2.532821 1.0623 0.8899 2.4232
C 0.107974 3.916281 2.221521 -1.4463 0.7877 0.0242
H -2.982176 5.072361 1.710081 -0.1691 -0.7795 -0.3643
H -1.667106 5.641671 0.712261 -0.1513 -0.2779 -0.5599
H -1.475236 4.667961 3.501181 -0.3107 -0.2993 -0.1321
H -0.629916 5.898511 2.666961 -0.0678 0.1059 -0.0372
H 0.427034 3.413101 3.134271 0.3003 -0.1796 -0.4796
H 0.873304 4.560921 1.789291 0.4192 -0.8832 -0.3841
O 3.818764 0.184811 1.866141 3.1607 3.5281 1.3248
C 4.658604 1.119061 2.063491 -2.7434 -3.3515 -3.1351
O 4.659754 2.198011 1.212131 0.5480 -0.6260 1.6303
C 5.746154 3.061581 1.628371 -0.2632 1.4212 -1.5309
C 6.177074 2.687381 2.995621 0.3559 -0.3875 1.4345
C 5.845784 1.185691 2.986181 -0.3355 0.3311 0.9237
H 5.407164 4.086561 1.478031 -0.1901 -0.0040 0.3520
H 6.592524 2.981821 0.946161 -0.0834 -0.5194 -0.2818
H 5.713964 3.217611 3.827781 -0.6409 -0.0152 -0.2713
H 7.230664 2.916721 3.155201 0.1196 -0.3341 -0.2419
H 5.526624 0.737351 3.927051 0.2984 0.1751 0.1195
H 6.728134 0.651761 2.633401 -0.3972 -0.3755 -0.3909
O -3.288536 -2.142269 -0.729099 -2.2738 -0.4706 -0.6769
C -4.476316 -2.439159 -0.876059 2.0300 0.6648 2.4896
O -4.878956 -3.519119 -1.527519 -0.1362 -0.4110 -0.6161
C -6.308916 -3.587589 -1.573679 -1.1902 0.1616 -0.0893
C -6.829436 -2.787909 -0.371969 -0.1706 0.0667 -0.5489
C -5.687046 -1.769249 -0.182929 -0.2901 -0.5632 -0.1138
H -6.674606 -4.614409 -1.572399 0.5828 -0.0906 0.0922
H -6.664396 -3.147349 -2.505299 0.2367 0.1195 -0.1543
H -7.090596 -3.466299 0.440241 0.9460 0.1131 0.4551
H -7.804926 -2.328449 -0.531339 0.1462 0.2557 -0.5845
H -5.582886 -1.530329 0.875451 0.7304 0.0569 -0.2401
H -5.843266 -0.845089 -0.739389 -0.3230 0.0936 0.0826
```
Positions in Å, forces in eV/Å.

Properties
orbital gap	2.6	eV
energy	-2398.06942	a.u.
F_max	9.54	eV/A
E_HOMO	-8.539	eV
charge	0



Question: Which of these has the lowest orbital gap?
Answer: C17H25F3HfN2O17



Question: Among the records above, which one has the highest energy?
Answer: C17H25F3HfN2O17



Question: The highest energy belongs to which entry?
Answer: C17H25F3HfN2O17